{"formula": "C22H49Cl2N5O25", "method": "ωB97M-V/def2-TZVPD", "charge": -1, "s_squared": 0.7534, "multiplicity": 2, "homo_ha": [-0.0633, -0.1889], "homo_lumo_gap_ev": [3.44, 6.86], "species": ["Cl", "C", "C", "Cl", "H", "H", "H", "H", "C", "N", "O", "O", "H", "H", "H", "C", "N", "O", "O", "H", "H", "H", "C", "N", "O", "O", "H", "H", "H", "C", "N", "O", "O", "H", "H", "H", "C", "N", "O", "O", "H", "H", "H", "C", "O", "C", "O", "O", "C", "H", "H", "H", "H", "H", "H", "C", "O", "C", "O", "O", "C", "H", "H", "H", "H", "H", "H", "C", "O", "C", "O", "O", "C", "H", "H", "H", "H", "H", "H", "C", "O", "C", "O", "O", "C", "H", "H", "H", "H", "H", "H", "C", "O", "C", "O", "O", "C", "H", "H", "H", "H", "H", "H"], "positions_angstrom": [[-20.10, -17.73, -13.92], [-18.56, -16.78, -13.62], [-17.39, -17.76, -13.64], [-16.99, -18.19, -15.36], [-18.63, -16.32, -12.63], [-18.42, -16.05, -14.41], [-17.64, -18.67, -13.10], [-16.53, -17.25, -13.20], [-15.50, -21.02, -13.39], [-15.90, -22.24, -14.08], [-16.36, -23.13, -13.39], [-15.80, -22.28, -15.35], [-15.90, -20.96, -12.38], [-15.87, -20.20, -14.01], [-14.41, -21.03, -13.39], [-20.98, -14.57, -14.94], [-22.24, -15.03, -15.59], [-23.18, -14.24, -15.84], [-22.31, -16.16, -15.95], [-20.76, -15.12, -14.03], [-21.12, -13.55, -14.61], [-20.15, -14.60, -15.64], [-20.32, -11.98, -11.58], [-20.07, -13.25, -10.94], [-19.48, -14.11, -11.59], [-20.59, -13.49, -9.80], [-20.95, -12.12, -12.46], [-19.32, -11.60, -11.80], [-20.86, -11.36, -10.86], [-20.36, -18.95, -17.28], [-21.72, -19.55, -17.44], [-22.03, -19.87, -18.55], [-22.31, -19.74, -16.43], [-20.51, -17.91, -17.55], [-19.65, -19.56, -17.84], [-20.17, -19.03, -16.21], [-23.40, -18.72, -13.15], [-23.74, -20.15, -13.28], [-24.91, -20.44, -13.56], [-22.89, -21.00, -13.34], [-22.97, -18.36, -14.08], [-22.53, -18.58, -12.50], [-24.27, -18.13, -12.88], [-19.15, -20.27, -11.48], [-19.28, -21.67, -11.65], [-19.59, -22.27, -12.84], [-20.06, -23.38, -12.92], [-19.22, -21.40, -13.90], [-19.75, -21.72, -15.21], [-19.69, -19.70, -12.24], [-18.08, -20.08, -11.49], [-19.44, -19.89, -10.50], [-20.77, -21.38, -15.37], [-19.73, -22.79, -15.42], [-19.07, -21.28, -15.93], [-16.10, -11.16, -7.99], [-16.06, -12.47, -8.43], [-16.14, -12.67, -9.72], [-16.52, -11.87, -10.55], [-15.81, -13.98, -9.90], [-15.94, -14.67, -11.11], [-15.39, -10.52, -8.52], [-15.98, -11.14, -6.91], [-17.12, -10.82, -8.16], [-15.30, -14.27, -11.90], [-16.96, -14.62, -11.47], [-15.70, -15.72, -11.00], [-13.38, -16.58, -13.06], [-12.93, -17.39, -12.04], [-13.69, -18.28, -11.54], [-14.91, -18.37, -11.78], [-12.98, -19.18, -10.72], [-13.53, -20.28, -10.06], [-12.56, -15.99, -13.46], [-14.08, -15.86, -12.65], [-13.93, -17.22, -13.75], [-14.50, -20.21, -9.58], [-12.82, -20.59, -9.29], [-13.63, -21.14, -10.72], [-20.75, -17.06, -9.51], [-19.59, -17.14, -8.66], [-18.37, -17.42, -9.15], [-18.13, -17.78, -10.32], [-17.43, -17.30, -8.15], [-16.06, -17.49, -8.42], [-20.53, -17.49, -10.49], [-20.91, -15.99, -9.64], [-21.62, -17.56, -9.09], [-15.67, -16.59, -8.90], [-15.87, -18.38, -9.02], [-15.56, -17.58, -7.45], [-17.85, -16.49, -18.68], [-18.25, -15.19, -19.05], [-19.53, -14.80, -18.71], [-20.37, -15.54, -18.26], [-19.73, -13.55, -19.07], [-21.02, -12.99, -18.78], [-17.79, -16.71, -17.62], [-16.84, -16.64, -19.05], [-18.56, -17.19, -19.13], [-21.43, -13.23, -17.80], [-21.79, -13.28, -19.50], [-21.08, -11.90, -18.82]]}

***

{"formula": "C47H72I2O18Si", "method": "ωB97M-V/def2-TZVPD", "homo_ha": -0.2447, "homo_lumo_gap_ev": 7.06, "species": ["C", "C", "O", "Si", "C", "C", "C", "O", "C", "C", "C", "C", "C", "C", "C", "C", "I", "C", "C", "I", "H", "H", "H", "H", "H", "H", "H", "H", "H", "H", "H", "H", "H", "H", "H", "H", "H", "H", "H", "H", "H", "H", "H", "H", "O", "C", "O", "C", "C", "C", "H", "H", "H", "H", "H", "H", "O", "C", "O", "C", "C", "C", "H", "H", "H", "H", "H", "H", "O", "C", "O", "C", "C", "C", "H", "H", "H", "H", "H", "H", "O", "C", "O", "C", "C", "C", "H", "H", "H", "H", "H", "H", "O", "C", "O", "C", "C", "C", "H", "H", "H", "H", "H", "H", "O", "C", "O", "C", "C", "C", "H", "H", "H", "H", "H", "H", "O", "C", "O", "C", "C", "C", "H", "H", "H", "H", "H", "H", "O", "C", "O", "C", "C", "C", "H", "H", "H", "H", "H", "H"], "positions_angstrom": [[0.85, -0.13, -1.06], [1.68, 0.43, 0.20], [2.91, -0.28, 0.43], [3.20, -0.60, 2.10], [4.91, 0.07, 2.69], [4.71, 0.72, 4.13], [4.75, 2.33, 4.06], [5.63, 0.19, 5.12], [4.84, 0.03, 6.31], [5.67, -0.40, 7.58], [6.89, -1.25, 7.59], [7.52, -1.58, 8.93], [6.97, -1.11, 10.23], [5.75, -0.24, 10.23], [5.14, 0.09, 8.91], [2.89, -2.41, 2.61], [4.68, -3.51, 3.20], [2.10, -3.29, 1.52], [0.54, -2.88, 1.39], [2.28, -5.39, 2.20], [0.61, 0.69, -1.82], [-0.17, -0.49, -0.69], [1.34, -1.04, -1.53], [0.95, 0.38, 1.07], [1.85, 1.55, 0.03], [2.21, 0.22, 2.83], [5.22, 0.89, 1.96], [5.72, -0.71, 2.64], [3.64, 0.47, 4.44], [5.59, 2.69, 4.72], [3.77, 2.73, 4.46], [4.82, 2.71, 2.99], [4.39, 1.05, 6.55], [4.02, -0.76, 6.19], [7.29, -1.62, 6.62], [8.43, -2.25, 9.00], [7.41, -1.38, 11.23], [5.25, 0.16, 11.16], [4.21, 0.74, 8.92], [2.21, -2.38, 3.53], [2.61, -3.28, 0.51], [0.26, -2.92, 0.29], [-0.05, -3.59, 2.03], [0.35, -1.83, 1.80], [-2.50, -4.27, 1.53], [-3.14, -4.04, 2.52], [-4.24, -3.24, 2.54], [-4.70, -3.10, 3.89], [-4.14, -4.29, 4.63], [-2.84, -4.54, 3.90], [-4.32, -2.15, 4.29], [-5.79, -3.08, 3.91], [-4.02, -4.12, 5.70], [-4.81, -5.15, 4.50], [-2.02, -3.96, 4.32], [-2.58, -5.60, 3.89], [5.57, -3.94, 1.23], [6.22, -4.24, 0.25], [5.87, -3.93, -1.02], [6.80, -4.52, -1.94], [8.05, -4.76, -1.14], [7.50, -5.03, 0.25], [6.36, -5.45, -2.32], [6.97, -3.85, -2.78], [8.67, -5.56, -1.53], [8.66, -3.85, -1.12], [7.26, -6.09, 0.39], [8.18, -4.69, 1.03], [0.35, 2.97, -2.51], [-0.82, 3.23, -2.43], [-1.35, 4.07, -1.49], [-2.78, 4.08, -1.60], [-3.07, 3.62, -3.02], [-1.92, 2.67, -3.29], [-3.19, 3.39, -0.85], [-3.15, 5.08, -1.41], [-4.05, 3.17, -3.13], [-3.01, 4.47, -3.70], [-2.15, 1.65, -2.97], [-1.64, 2.68, -4.34], [-2.90, 2.93, -5.99], [-3.62, 3.66, -6.63], [-4.97, 3.56, -6.65], [-5.51, 4.50, -7.60], [-4.43, 5.55, -7.76], [-3.16, 4.75, -7.56], [-5.72, 3.97, -8.53], [-6.43, 4.92, -7.21], [-4.48, 6.07, -8.72], [-4.52, 6.30, -6.97], [-2.81, 4.31, -8.50], [-2.37, 5.35, -7.10], [-2.67, 7.06, -9.31], [-2.28, 7.85, -8.49], [-2.89, 8.07, -7.29], [-2.23, 9.15, -6.61], [-0.85, 9.22, -7.22], [-1.09, 8.77, -8.65], [-2.81, 10.06, -6.77], [-2.20, 8.94, -5.54], [-0.39, 10.21, -7.13], [-0.19, 8.50, -6.72], [-1.37, 9.61, -9.29], [-0.24, 8.24, -9.06], [-5.47, 4.70, 0.13], [-5.16, 4.48, 1.27], [-4.73, 3.27, 1.71], [-4.56, 3.32, 3.14], [-4.39, 4.78, 3.47], [-5.24, 5.46, 2.41], [-5.45, 2.89, 3.61], [-3.69, 2.73, 3.42], [-4.67, 5.03, 4.49], [-3.34, 5.07, 3.33], [-6.28, 5.55, 2.73], [-4.84, 6.43, 2.13], [-3.84, -0.97, -10.02], [-3.55, -1.18, -8.87], [-3.11, -2.38, -8.41], [-2.95, -2.31, -6.98], [-2.79, -0.84, -6.67], [-3.64, -0.19, -7.74], [-3.84, -2.74, -6.51], [-2.08, -2.90, -6.68], [-3.09, -0.58, -5.65], [-1.74, -0.55, -6.80], [-4.68, -0.09, -7.43], [-3.23, 0.78, -8.03], [-0.92, -6.90, 5.65], [-1.14, -7.99, 5.19], [-2.36, -8.40, 4.72], [-2.29, -9.78, 4.35], [-0.82, -10.05, 4.10], [-0.14, -9.11, 5.08], [-2.69, -10.38, 5.17], [-2.89, -9.95, 3.45], [-0.55, -11.10, 4.23], [-0.56, -9.76, 3.07], [-0.02, -9.57, 6.06], [0.81, -8.75, 4.70]]}

***

{"formula": "C5H14N2", "method": "ωB97M-V/def2-TZVPD", "homo_ha": -0.2986, "homo_lumo_gap_ev": 9.31, "smiles": "CCNCCCN", "de_lowest_ev": 1.360, "species": ["C", "C", "N", "C", "C", "C", "N", "H", "H", "H", "H", "H", "H", "H", "H", "H", "H", "H", "H", "H", "H"], "positions_angstrom": [[2.72, 0.31, 2.12], [1.80, 0.47, 0.91], [0.43, 0.20, 1.19], [-0.64, 0.64, 0.35], [-0.72, -0.09, -1.03], [-1.95, -0.91, -1.27], [-2.31, -1.08, -2.69], [2.09, 0.23, 3.01], [3.33, 1.19, 2.29], [3.27, -0.63, 2.16], [2.18, -0.06, 0.02], [1.90, 1.52, 0.60], [0.27, -0.39, 1.96], [-0.61, 1.72, 0.23], [-1.63, 0.44, 0.78], [0.18, -0.70, -1.11], [-0.56, 0.66, -1.82], [-2.80, -0.41, -0.77], [-1.93, -1.90, -0.80], [-1.77, -0.42, -3.25], [-3.26, -0.78, -2.88]]}

***

{"formula": "C40H27CdN7O6S2Se", "method": "ωB97M-V/def2-TZVPD", "charge": -2, "homo_ha": -0.0701, "homo_lumo_gap_ev": 5.60, "de_lowest_ev": 0.000, "species": ["Cd", "C", "C", "N", "C", "C", "C", "C", "C", "C", "C", "C", "C", "N", "C", "H", "H", "H", "H", "H", "H", "H", "H", "O", "S", "O", "N", "C", "C", "C", "C", "C", "C", "C", "C", "N", "C", "C", "C", "C", "C", "C", "C", "H", "H", "H", "H", "H", "H", "H", "H", "H", "H", "H", "O", "C", "N", "Se", "C", "C", "C", "N", "C", "C", "H", "H", "H", "H", "O", "S", "O", "N", "C", "O", "C", "C", "C", "C", "C", "C", "H", "H", "H", "H"], "positions_angstrom": [[0.37, 0.67, -0.16], [-2.14, 2.55, 3.41], [-1.10, 1.89, 2.73], [-0.66, 2.28, 1.56], [-1.22, 3.35, 0.97], [-2.26, 4.08, 1.56], [-2.71, 3.65, 2.82], [-2.82, 5.21, 0.88], [-2.34, 5.59, -0.33], [-1.28, 4.86, -0.97], [-0.78, 5.21, -2.24], [0.23, 4.48, -2.79], [0.75, 3.39, -2.06], [0.27, 3.02, -0.89], [-0.72, 3.75, -0.33], [-2.47, 2.18, 4.37], [-0.61, 1.02, 3.16], [-3.53, 4.17, 3.30], [-3.63, 5.75, 1.35], [-2.77, 6.43, -0.85], [-1.22, 6.05, -2.77], [0.62, 4.67, -3.78], [1.54, 2.78, -2.48], [4.48, 0.39, 1.51], [3.30, 1.21, 1.44], [3.16, 2.14, 0.34], [1.94, 0.40, 1.53], [1.77, -0.66, 2.40], [2.59, -0.98, 3.47], [2.30, -2.06, 4.33], [1.20, -2.84, 4.14], [0.33, -2.57, 3.05], [-0.81, -3.35, 2.77], [-1.60, -3.06, 1.70], [-1.24, -1.96, 0.89], [-0.19, -1.22, 1.12], [0.62, -1.50, 2.19], [3.34, 2.24, 2.91], [2.28, 3.10, 3.15], [2.30, 3.91, 4.27], [3.38, 3.88, 5.14], [4.45, 3.03, 4.88], [4.43, 2.20, 3.76], [3.49, -0.41, 3.65], [2.97, -2.27, 5.15], [0.98, -3.68, 4.80], [-1.04, -4.20, 3.41], [-2.46, -3.65, 1.42], [-1.84, -1.69, 0.02], [1.45, 3.12, 2.46], [1.46, 4.58, 4.47], [3.39, 4.51, 6.02], [5.29, 3.00, 5.56], [5.25, 1.53, 3.54], [-3.86, 1.80, -0.39], [-2.81, 1.24, -0.61], [-1.78, 0.70, -0.81], [-1.28, -4.77, -1.37], [-2.31, -5.62, -2.70], [-3.40, -6.46, -2.39], [-4.13, -7.06, -3.40], [-3.88, -6.91, -4.71], [-2.85, -6.12, -5.00], [-2.05, -5.47, -4.07], [-3.67, -6.63, -1.36], [-4.97, -7.70, -3.15], [-2.64, -5.99, -6.06], [-1.23, -4.85, -4.40], [0.32, 2.58, -5.56], [0.91, 1.26, -5.45], [1.71, 0.83, -6.57], [1.70, 1.13, -4.04], [1.09, 0.28, -3.22], [1.44, 0.05, -2.04], [-0.09, -0.42, -3.82], [-0.88, -1.41, -3.26], [-1.93, -1.90, -4.02], [-2.19, -1.41, -5.29], [-1.39, -0.42, -5.86], [-0.35, 0.05, -5.10], [-0.67, -1.81, -2.28], [-2.55, -2.69, -3.60], [-3.02, -1.82, -5.86], [-1.58, -0.05, -6.86]]}

***

{"formula": "C11H21HgN3O5S", "method": "ωB97M-V/def2-TZVPD", "charge": -1, "s_squared": 0.7551, "multiplicity": 2, "homo_ha": [-0.1683, -0.2025], "homo_lumo_gap_ev": [7.32, 6.63], "de_lowest_ev": 0.358, "species": ["Hg", "O", "C", "C", "N", "C", "C", "O", "O", "C", "C", "O", "O", "H", "H", "H", "H", "H", "H", "H", "H", "H", "C", "N", "C", "C", "S", "N", "C", "C", "H", "H", "H", "H", "H", "H", "H", "H", "H", "H", "H", "H"], "positions_angstrom": [[-0.76, 0.18, 0.34], [-0.21, -2.45, -0.81], [1.19, -2.58, -0.99], [2.01, -2.02, 0.17], [1.94, -0.58, 0.30], [2.29, -0.14, 1.64], [1.46, -0.86, 2.75], [2.11, -1.50, 3.59], [0.21, -0.73, 2.67], [2.69, 0.13, -0.71], [2.10, 1.48, -1.26], [2.95, 2.25, -1.73], [0.85, 1.61, -1.25], [-0.42, -2.72, 0.09], [1.42, -2.05, -1.92], [1.46, -3.64, -1.12], [3.05, -2.36, 0.06], [1.61, -2.46, 1.09], [2.14, 0.94, 1.71], [3.34, -0.37, 1.86], [2.79, -0.48, -1.61], [3.69, 0.39, -0.35], [-2.73, -0.12, -3.28], [-2.17, 1.20, -3.07], [-0.80, 1.36, -3.57], [-2.63, 1.98, -2.06], [-3.79, 1.45, -0.97], [-2.11, 3.25, -2.00], [-2.23, 3.99, -0.76], [-2.00, 4.07, -3.19], [-2.52, -0.43, -4.30], [-3.80, -0.09, -3.13], [-2.30, -0.85, -2.58], [-0.30, 0.39, -3.55], [-0.23, 2.02, -2.91], [-0.78, 1.74, -4.59], [-1.99, 3.34, 0.07], [-3.24, 4.40, -0.62], [-1.51, 4.81, -0.79], [-1.95, 3.45, -4.08], [-1.10, 4.69, -3.14], [-2.88, 4.73, -3.27]]}

***

{"formula": "CH5P3", "method": "ωB97M-V/def2-TZVPD", "homo_ha": [-0.3290, -0.3134], "homo_lumo_gap_ev": [7.40, 8.60], "de_lowest_ev": 3.457, "species": ["C", "P", "P", "P", "H", "H", "H", "H", "H"], "positions_angstrom": [[-0.92, -1.43, -1.43], [1.83, 0.85, 1.19], [0.02, 1.88, 0.76], [0.09, 0.14, 2.21], [0.18, -1.40, -1.38], [-1.68, -0.78, -1.23], [-1.48, -2.30, -1.57], [1.79, 0.08, -0.07], [0.17, 2.97, 1.54]]}

***

{"formula": "C18H19BrN2O4", "method": "ωB97M-V/def2-TZVPD", "homo_ha": -0.2798, "homo_lumo_gap_ev": 6.29, "de_lowest_ev": 2.361, "species": ["C", "C", "N", "C", "C", "N", "C", "C", "H", "H", "H", "H", "H", "H", "H", "H", "H", "H", "H", "Br", "C", "C", "C", "O", "C", "C", "C", "O", "H", "H", "H", "H", "C", "C", "C", "O", "C", "C", "C", "O", "H", "H", "H", "H"], "positions_angstrom": [[-11.15, -8.65, -15.90], [-11.09, -7.19, -15.61], [-12.13, -6.37, -16.26], [-12.39, -6.34, -17.62], [-13.42, -5.39, -17.77], [-13.63, -4.80, -16.51], [-12.85, -5.38, -15.61], [-14.66, -3.73, -16.18], [-11.30, -8.81, -16.96], [-11.95, -9.22, -15.44], [-10.27, -9.21, -15.58], [-10.11, -6.83, -15.90], [-11.06, -7.05, -14.52], [-11.70, -6.90, -18.24], [-13.96, -5.05, -18.64], [-12.76, -5.07, -14.58], [-15.09, -3.18, -17.02], [-14.13, -2.95, -15.64], [-15.41, -4.11, -15.49], [-11.16, -5.00, -12.20], [-5.98, -5.74, -15.60], [-6.25, -7.03, -15.57], [-7.35, -7.64, -14.76], [-7.63, -8.78, -14.72], [-8.05, -6.68, -13.93], [-7.73, -5.36, -13.89], [-6.70, -4.76, -14.74], [-6.57, -3.52, -14.69], [-5.14, -5.28, -16.09], [-5.59, -7.66, -16.14], [-8.68, -7.02, -13.12], [-8.42, -4.75, -13.34], [-10.81, -6.21, -8.85], [-9.77, -6.87, -9.38], [-8.82, -7.71, -8.66], [-7.73, -8.11, -9.14], [-9.35, -8.10, -7.36], [-10.40, -7.47, -6.80], [-11.20, -6.41, -7.45], [-12.13, -5.92, -6.89], [-11.47, -5.58, -9.42], [-9.55, -6.64, -10.40], [-8.84, -8.95, -6.91], [-10.69, -7.80, -5.82]]}